# 1
C7H23CdNP as an isolated structure. Source: the OMol25 dataset; level of theory: ωB97M-V/def2-TZVPD.

Cartesian coordinates (Å):
C: 0.2555 1.2482 -2.3517
Cd: 0.3580 0.2013 -0.5536
N: -0.3353 -1.1520 1.5379
H: 1.0218 -1.3860 -1.0434
H: 0.4529 -1.2110 2.1950
H: -0.5192 0.1163 -1.8986
H: 0.6675 0.8475 -3.2729
H: 1.0999 1.7675 -1.8346
H: -0.5019 1.9985 -2.5562
H: -1.1331 -0.7665 2.0337
H: -0.5609 -2.0912 1.2201
C: 2.5364 1.3495 2.8444
C: 1.0554 1.7180 2.9161
P: 0.2803 1.9721 1.2665
C: -1.4861 2.3694 1.6070
C: -1.7918 3.2676 2.7996
C: 1.0449 3.5333 0.6697
C: 1.0356 4.7328 1.6107
H: 2.7172 0.4413 2.2503
H: 2.9085 1.1567 3.8594
H: 3.1430 2.1616 2.4196
H: 0.4884 0.9260 3.4271
H: 0.9156 2.6344 3.5039
H: -1.8821 2.8175 0.6838
H: -1.9977 1.4011 1.7303
H: -1.5591 4.3189 2.5992
H: -2.8661 3.2121 3.0132
H: -1.2647 2.9619 3.7109
H: 2.0847 3.2782 0.4070
H: 0.5336 3.7931 -0.2706
H: 1.4383 4.5033 2.6040
H: 1.6692 5.5176 1.1802
H: 0.0344 5.1599 1.7285

Properties
HOMO level (alpha / beta)	0.75 / -1.12	eV
total charge	-1
gap between HOMO and LUMO (alpha / beta)	0.09548 / 0.16358	Eh

***

# 2
C7H23N7O4Rb as an isolated structure. Source: the OMol25 dataset; level of theory: ωB97M-V/def2-TZVPD.

Cartesian coordinates (Å):
Rb: -12.6981 16.9654 -1.8973
C: -14.3001 16.5732 3.7622
O: -13.6818 17.2834 3.1002
N: -15.5389 16.5570 3.7758
N: -13.9080 15.7691 4.7312
H: -16.0380 17.3052 3.3162
H: -15.9481 16.2331 4.6406
H: -14.5919 15.6911 5.4704
H: -12.9337 15.8574 4.9824
C: -7.5974 20.6913 -0.8405
O: -8.6842 20.3708 -1.2778
N: -7.3071 21.1523 0.3671
N: -6.4732 20.6310 -1.4584
H: -6.3951 21.4111 0.7155
H: -8.1440 21.4191 0.8656
H: -6.4729 20.2936 -2.4104
H: -5.6246 20.6685 -0.9120
C: -17.3291 13.4934 -0.8351
O: -17.0820 14.6547 -1.0876
N: -17.7928 12.6704 -1.6861
N: -17.0650 12.9214 0.2976
H: -18.0578 11.7585 -1.3419
H: -18.1725 12.9839 -2.5680
H: -16.7901 11.9500 0.2660
H: -16.7680 13.5950 0.9891
C: -12.0428 11.2016 -0.7764
C: -11.8127 10.6687 -2.1695
C: -13.0171 10.2372 -3.0564
O: -12.5492 9.6041 -4.2537
C: -13.4664 9.3344 -5.3072
N: -11.0442 11.6444 -2.9131
H: -12.5427 10.4434 -0.1737
H: -12.6771 12.0709 -0.9502
H: -11.0889 11.4356 -0.3037
H: -11.3373 9.6893 -2.1168
H: -13.5409 11.1457 -3.3536
H: -13.7432 9.6191 -2.5283
H: -13.9641 10.2335 -5.6705
H: -14.2714 8.7054 -4.9272
H: -13.0580 8.7715 -6.1465
H: -10.1770 11.8226 -2.4269
H: -10.8500 11.1867 -3.7922

Properties
relative energy (zero: lowest compared OMol25 entry of this formula, charge and spin)	374.7	kJ/mol
HOMO level	-11.41	eV
total charge	+1
gap between HOMO and LUMO	0.29447	Eh

***

# 3
C7H24BF16HfO23S5Sn as an isolated structure. Source: the OMol25 dataset; level of theory: ωB97M-V/def2-TZVPD.

Cartesian coordinates (Å):
Sn: -0.1413 -0.9941 -3.7355
Hf: -3.4354 -2.2158 1.1388
C: -5.5308 -1.8030 -3.5325
F: -6.0300 -0.8197 -2.7344
F: -6.4734 -2.7045 -3.4849
F: -5.3028 -1.3599 -4.7470
S: -3.9287 -2.5454 -2.6988
O: -3.8879 -2.3561 -1.2071
O: -4.0036 -3.9378 -2.9899
O: -2.8378 -1.8254 -3.3331
C: -4.2446 1.8101 -1.7395
F: -4.1744 0.8987 -2.7051
F: -3.0161 2.3634 -1.5407
F: -4.9697 2.7967 -2.1688
S: -4.7784 1.1081 -0.1119
O: -4.2387 2.0289 0.8766
O: -6.2216 1.1075 -0.1782
O: -4.2412 -0.2530 0.0470
C: 0.4745 -4.7766 -0.4503
F: 0.2469 -6.0850 -0.5191
F: 0.6311 -4.4292 0.8598
F: 1.6060 -4.4841 -1.0137
S: -0.9354 -3.8795 -1.3299
O: -0.4334 -2.6762 -1.9765
O: -1.5313 -4.8242 -2.2924
O: -1.7524 -3.5014 -0.1408
C: 0.8420 -0.7326 0.4661
F: 1.6918 0.2496 0.6390
F: 1.2316 -1.5565 -0.5102
F: 0.7223 -1.5522 1.4931
S: -0.7485 0.0575 0.0023
O: -0.7048 0.3722 -1.4180
O: -1.7949 -0.9832 0.2594
O: -0.8752 1.2117 0.8688
B: 2.8107 1.0193 -3.4217
F: 2.0570 0.6098 -2.3392
F: 2.3188 0.2463 -4.4930
F: 2.6899 2.4153 -3.6545
F: 4.0972 0.6521 -3.2218
O: 3.5333 2.5087 1.4551
S: 4.8628 2.6027 0.8776
O: 5.7032 3.7372 1.2106
O: 5.6510 1.1715 1.2874
C: 4.9103 -0.0493 1.2613
C: 5.6976 -0.9612 0.3779
C: 4.7079 2.4351 -0.9444
H: 3.9535 0.0761 0.7537
H: 4.8061 -0.4781 2.2575
H: 5.8555 -0.5608 -0.6230
H: 5.3041 -1.9794 0.3509
H: 6.6964 -1.1753 0.7640
H: 5.6942 2.3243 -1.3952
H: 4.3213 3.3362 -1.4187
H: 4.1393 1.5466 -1.2060
O: 0.1040 -1.5489 4.2024
H: 0.3958 -0.6858 4.5154
H: 0.8748 -2.1135 4.3086
O: -2.4810 -0.6825 2.9003
H: -1.6598 -0.7851 3.4001
H: -2.7360 0.2578 3.0247
O: -3.3264 1.7780 3.3398
H: -3.3931 2.1339 2.4364
H: -4.2077 1.4469 3.5321
O: 0.9909 2.9118 -1.0496
H: 0.7661 2.1152 -1.5288
H: 1.7787 3.2425 -1.4888
O: -1.3393 -3.0327 2.4589
H: -0.6746 -3.6186 2.0758
H: -0.9790 -2.7821 3.3246
O: -1.5304 3.6937 0.6400
H: -1.1825 2.8465 0.9393
H: -1.9819 3.4906 -0.1817
O: 0.9346 4.1803 1.4458
H: 1.0898 3.3936 0.9156
H: 1.7919 4.3882 1.8271
O: 2.0644 1.8005 3.9180
H: 1.2920 2.3599 4.0379
H: 2.3843 2.0234 3.0353

Properties
HOMO level	-11.69	eV
total charge	+1
gap between HOMO and LUMO	0.13015	Eh

***

# 4
C7H24BaO7 as an isolated structure. Source: the OMol25 dataset; level of theory: ωB97M-V/def2-TZVPD.

Cartesian coordinates (Å):
Ba: -0.2193 0.4722 0.3229
O: -2.6731 -0.0914 -1.1722
C: -3.7452 0.1546 -0.2833
C: -3.6317 1.3602 0.7403
O: -2.5925 1.3045 1.7498
H: -3.8427 -0.7943 0.2440
H: -4.6755 0.2116 -0.8484
H: -4.5783 1.4772 1.2679
H: -3.4916 2.2806 0.1735
C: 3.4454 0.8933 0.2445
O: 2.4439 0.0846 0.8884
H: 4.4278 0.7264 0.6862
H: 3.5340 0.6975 -0.8241
H: 3.1921 1.9427 0.3952
H: 2.9431 -0.7045 1.1114
C: 0.4606 -3.4245 0.3408
O: -0.2295 -2.3504 -0.2176
H: 0.0326 -4.3678 0.0011
H: 1.5321 -3.5071 0.1591
H: 0.4002 -3.3033 1.4223
H: -1.1484 -2.6076 -0.3230
C: 0.5351 -0.8741 -3.2212
O: 1.0238 0.1505 -2.3187
H: 1.0699 -0.7426 -4.1618
H: 0.8833 -1.8370 -2.8475
H: -0.5432 -0.9841 -3.3370
H: 1.7832 0.5630 -2.7366
C: -0.2101 3.3222 -1.7545
O: 0.6395 2.7188 -0.8114
H: -0.0625 4.4008 -1.6995
H: -0.0361 3.0812 -2.8032
H: -1.2515 3.0963 -1.5255
H: 1.3728 3.3186 -0.6560
C: 0.9029 -1.1528 3.7639
O: -0.1033 -0.8186 2.8012
H: 0.6700 -2.1763 4.0576
H: 1.8797 -1.1450 3.2803
H: 0.8034 -0.4914 4.6246
H: -0.9405 -0.8842 3.2665

Properties
2S+1	2
HOMO level (alpha / beta)	-11.73 / -10.41	eV
⟨S²⟩	0.76
total charge	+1
gap between HOMO and LUMO (alpha / beta)	0.33091 / 0.21669	Eh

***

# 5
C7H24Br2ClCs3FNaO6P3 as an isolated structure. Source: the OMol25 dataset; level of theory: ωB97M-V/def2-TZVPD.

Cartesian coordinates (Å):
C: -1.3818 -1.3760 -0.1671
C: -2.5170 -1.0919 0.9020
C: -2.6482 0.4423 1.3398
Cl: -3.0825 1.5691 -0.0821
P: -1.1477 1.1580 2.2682
C: -1.4880 0.1887 3.8383
C: -0.3199 -0.8249 4.2429
P: 0.6066 2.2438 3.1648
P: 2.0669 2.5018 1.5584
O: 3.2020 1.5308 1.8053
O: 2.7075 4.0592 1.4932
O: 1.4050 2.1862 -0.0056
H: -1.1533 -0.4646 -0.7907
H: -1.6099 -2.2743 -0.7938
H: -0.4500 -1.6340 0.4204
H: -3.5070 -1.3825 0.3899
H: -2.4428 -1.7717 1.7956
H: -3.5479 0.4979 2.0245
H: -1.7558 2.4573 2.1061
H: -0.2588 0.6451 1.2757
H: -2.3920 -0.4583 3.6538
H: -1.7751 0.8405 4.7122
H: 0.4480 -0.9577 3.4367
H: 0.2284 -0.3346 5.0984
H: -0.7059 -1.8099 4.5948
H: 1.3005 1.4529 4.1250
H: 2.5915 4.5072 2.3499
H: 1.2905 1.2034 -0.1094
Cs: 2.4380 2.5353 -1.9229
O: -2.2960 5.0394 -1.5119
H: -1.8708 4.2239 -1.2554
O: -3.0656 -3.2543 -2.4155
H: -3.6859 -2.5184 -2.4219
H: -3.3420 -3.8025 -3.1590
F: -3.9630 3.0255 -2.0386
Na: -3.5142 6.0579 -0.3412
O: 4.2072 1.4372 -5.9475
H: 4.3707 1.2037 -6.8429
Cs: -4.9980 0.4743 -1.4464
Cs: 4.1511 0.6593 -8.2022
Br: 5.4498 -3.1625 -3.1526
C: 4.1383 -3.8498 -1.8886
C: 2.7361 -3.4828 -2.3002
Br: 2.3464 -1.6142 -1.9017
H: 4.4111 -3.4662 -0.9078
H: 4.2685 -4.9315 -1.9010
H: 2.0053 -4.0536 -1.7278
H: 2.5497 -3.6244 -3.3623

Properties
HOMO level	-8.12	eV
total charge	+1
gap between HOMO and LUMO	0.21501	Eh

***

Number 1: E_tot -22968.82874 eV, maximum force 5.5 eV Å⁻¹. Number 2: E_tot -26902.68208 eV, maximum force 10.3 eV Å⁻¹. Number 3: E_tot -160206.53419 eV, maximum force 11.3 eV Å⁻¹. Number 4: E_tot -22666.24813 eV, maximum force 3.7 eV Å⁻¹. Number 5: E_tot -209170.64439 eV, maximum force 12.6 eV Å⁻¹.